Record 1
The ion C3H3FNO4 with charge -1, computed with ωB97M-V/def2-TZVPD.

Last column: Mulliken charge in e.
Element x y z (Å)
C  2.215  -1.476  -0.304  0.53
C  -0.070  0.035  0.060  -1.35
C  1.432  0.092  0.305  0.71
N  2.124  1.231  -0.113  0.91
O  1.443  -2.353  -0.010  -0.62
O  3.204  -1.328  -0.929  -0.58
O  1.774  1.681  -1.212  -0.64
O  3.009  1.725  0.550  -0.61
F  1.805  -0.154  1.836  -0.42
H  -0.473  0.792  -0.709  0.29
H  -0.538  0.157  0.931  0.40
H  -0.469  -0.869  -0.273  0.37

**Frontier orbital gap**: 8.83 eV
**Total charge**: -1
**SMILES string**: C[C@@](F)(C(=O)[O-])[N+](=O)[O-]
**Relative energy (zero: lowest compared OMol25 entry of this formula, charge and spin)**: 1.137 eV
**Largest force on an atom**: 0.08378 hartree/bohr
**E**: -15555.2141 eV

Record 2
A cluster of 2 separate species, C4H12NO2 in total, computed with ωB97M-V/def2-TZVPD.

Last column: Mulliken charge in e.
Element x y z (Å)
C  1.848  0.121  0.660  -1.33
C  0.662  0.452  -0.306  1.88
C  0.260  -0.721  -1.090  -1.19
C  -0.777  -1.841  -0.116  -0.33
O  -0.087  -2.265  0.893  -0.80
N  0.939  1.683  -1.190  -0.92
H  1.774  -0.832  1.420  0.25
H  2.065  0.975  1.357  0.35
H  2.650  -0.287  0.129  0.43
H  -0.197  0.971  0.198  -0.86
H  1.081  -1.471  -1.309  0.12
H  -0.362  -0.636  -1.905  0.52
H  -1.154  -2.556  -0.771  0.34
H  -1.634  -1.128  0.281  0.04
H  0.670  1.460  -2.179  0.26
H  1.900  1.862  -1.302  0.27
H  -2.009  1.343  1.362  0.32
H  -2.124  2.598  0.484  0.33
O  -2.562  1.998  1.067  -0.68

**Frontier orbital gap**: 6.38 eV
**Total charge**: -1
**Relative energy (zero: lowest compared OMol25 entry of this formula, charge and spin)**: 2.745 eV
**Largest force on an atom**: 0.10132 hartree/bohr
**E**: -9925.4785 eV

Record 3
An isolated molecule of C8H7FO3, computed with ωB97M-V/def2-TZVPD.

Last column: Mulliken charge in e.
Element x y z (Å)
C  3.307  -0.217  0.088  -0.67
C  2.714  -0.337  1.324  -0.92
C  2.015  0.396  -0.594  0.52
C  1.348  0.182  0.786  0.91
C  -1.263  0.373  0.395  0.40
C  0.938  -0.226  -1.427  -0.73
C  -0.073  -0.509  0.373  0.47
C  -3.563  0.287  0.030  -0.75
O  -1.267  1.587  0.485  -0.56
O  1.460  1.413  0.192  -0.34
O  -2.391  -0.422  0.218  -0.28
F  -0.278  -1.814  0.481  -0.34
H  4.317  -0.374  -0.143  0.41
H  3.062  -0.713  2.212  0.46
H  0.350  0.420  -2.111  0.27
H  0.974  -1.295  -1.844  0.28
H  -4.346  -0.485  -0.089  0.26
H  -3.538  0.594  -1.028  0.33
H  -3.767  1.139  0.653  0.30

**Frontier orbital gap**: 8.02 eV
**Relative energy (zero: lowest compared OMol25 entry of this formula, charge and spin)**: 6.438 eV
**Largest force on an atom**: 0.10222 hartree/bohr
**E**: -17261.6849 eV

Record 4
An isolated molecule of FHO2S, computed with ωB97M-V/def2-TZVPD.

Last column: Mulliken charge in e.
Element x y z (Å)
O  -1.190  1.045  1.368  -0.37
O  -2.373  -1.060  -0.193  -0.47
F  -1.084  1.185  -1.145  -0.16
S  -1.160  0.308  0.163  0.76
H  0.189  -0.066  -0.415  0.24

**Frontier orbital gap**: 10.34 eV
**SMILES string**: O=[SH](=O)F
**Relative energy (zero: lowest compared OMol25 entry of this formula, charge and spin)**: 4.041 eV
**Largest force on an atom**: 0.15293 hartree/bohr
**E**: -17659.4291 eV